1.
Computed, not measured: C45H48N6O12P2S2W as an isolated structure in a non-equilibrium geometry, with ωB97M-V/def2-TZVPD.

Each line ends with the Mulliken charge.
Positions of all 116 atoms, in Å:
W: -0.66710 0.21528 -0.00117  1.070
O: 2.58972 -1.78499 1.05505  -0.914
S: 1.14511 -1.64588 1.10210  1.108
O: 0.54161 -2.57023 2.05175  -0.301
O: 0.52575 -1.78562 -0.26128  -1.057
O: 0.72325 -0.20680 1.42078  -0.951
O: 1.59832 0.52041 -1.04143  -0.643
P: 2.28941 0.23881 -2.32738  1.361
C: 1.85400 -1.45486 -2.90146  -1.470
P: 0.05236 -1.56171 -3.18322  0.946
O: -0.67608 -0.67525 -2.22745  -0.563
C: -0.35266 -1.04837 -4.86428  0.835
C: -1.46021 -0.22245 -5.02515  -0.271
C: -1.84271 0.17011 -6.30432  -0.558
C: -1.11627 -0.24094 -7.41115  -0.577
C: -0.01304 -1.06917 -7.25046  -0.786
C: 0.36315 -1.47589 -5.98008  -0.481
C: -0.35681 -3.32879 -3.16150  0.783
C: -0.07242 -4.11701 -2.04589  -0.502
C: -0.34561 -5.47920 -2.06728  -0.836
C: -0.90646 -6.06909 -3.18981  -0.643
C: -1.20166 -5.29085 -4.29395  -0.810
C: -0.92900 -3.92809 -4.28043  -0.561
C: 4.08276 0.26291 -2.14305  0.645
C: 4.55697 -0.26255 -0.94264  -0.576
C: 5.91681 -0.22194 -0.66273  -0.838
C: 6.80424 0.34461 -1.56614  -0.430
C: 6.33196 0.87538 -2.75681  -0.743
C: 4.97365 0.84055 -3.04473  -0.604
C: 1.79478 1.36052 -3.63996  0.402
C: 0.80435 2.27673 -3.32048  0.209
C: 0.39529 3.20921 -4.26485  -0.436
C: 0.96977 3.22266 -5.52325  -0.823
C: 1.93926 2.28562 -5.85523  -1.111
C: 2.35150 1.35381 -4.91473  -0.421
H: 2.09939 -2.11894 -2.07249  0.785
H: 2.41272 -1.74522 -3.79886  0.931
H: -2.02357 0.10640 -4.15298  -0.024
H: -2.71218 0.80369 -6.42715  0.483
H: -1.40945 0.08511 -8.40338  0.349
H: 0.55249 -1.39399 -8.11592  0.425
H: 1.21575 -2.13940 -5.85525  0.377
H: 0.35613 -3.65428 -1.16597  0.297
H: -0.10515 -6.08420 -1.20046  0.525
H: -1.10964 -7.13433 -3.20180  0.370
H: -1.64546 -5.74604 -5.17223  0.417
H: -1.16423 -3.32198 -5.14702  0.370
H: 3.85838 -0.70261 -0.23249  0.521
H: 6.27630 -0.63172 0.27309  0.466
H: 7.86429 0.38120 -1.33853  0.366
H: 7.02194 1.32849 -3.46089  0.391
H: 4.61308 1.28468 -3.96316  0.411
H: 0.34926 2.21561 -2.34137  -0.285
H: -0.38239 3.92228 -4.01630  0.441
H: 0.64220 3.94877 -6.25881  0.384
H: 2.36190 2.27326 -6.85345  0.384
H: 3.08355 0.60047 -5.18789  0.561
C: 0.26220 4.27282 -0.30746  -1.706
C: -0.92912 3.35116 -0.00320  1.797
C: -2.09310 3.64260 -0.95501  -1.237
C: -1.37218 3.62352 1.43906  -1.428
N: -0.56204 1.97680 -0.13965  1.487
H: 0.08496 5.26768 0.10798  0.458
H: 0.43654 4.37274 -1.37972  0.267
H: 1.16531 3.85822 0.14790  0.305
H: -2.44687 4.66798 -0.81809  0.477
H: -2.90505 2.93972 -0.76683  0.217
H: -1.78236 3.50368 -1.99489  0.025
H: -2.15519 2.92916 1.74175  0.154
H: -1.75003 4.64584 1.52172  0.548
H: -0.52683 3.49989 2.12178  0.325
C: -3.87190 -1.58001 -1.57156  -1.099
C: -3.42864 -0.15014 -1.84554  0.509
O: -3.90364 0.44497 -2.82281  -0.807
O: -2.58107 0.36778 -1.04675  0.012
H: -4.68882 -1.84139 -2.24391  0.385
H: -4.18231 -1.68027 -0.53404  0.272
H: -3.02415 -2.24902 -1.74204  0.059
N: -1.90830 -1.59864 0.64737  -0.288
C: -2.04970 -2.54782 1.27656  0.236
N: -2.36871 -3.63778 1.95003  -0.095
C: -2.45126 -3.62687 3.42408  -0.513
C: -1.18926 -4.22732 4.01354  -0.326
O: -0.96528 -5.54382 3.47950  -0.509
C: -0.78244 -5.48191 2.06976  -0.235
C: -2.04208 -4.95561 1.40388  -0.740
H: -3.31225 -4.24066 3.69195  0.309
H: -2.60386 -2.60850 3.77982  0.368
H: -1.28836 -4.33275 5.09145  0.490
H: -0.34450 -3.58426 3.77499  0.134
H: -0.56726 -6.49697 1.73157  0.408
H: 0.05591 -4.81782 1.82828  0.171
H: -2.87599 -5.61778 1.64527  0.276
H: -1.93048 -4.89123 0.32252  0.467
O: -2.77838 2.81024 9.10884  -0.709
S: -3.72676 1.70351 9.09175  1.192
O: -3.11771 0.38488 9.04156  -0.696
O: -4.80362 1.82366 10.06039  -0.705
C: -4.52052 1.90773 7.45796  0.159
N: -5.71983 2.49999 7.42808  -0.574
C: -6.21897 2.68823 6.20183  -0.320
C: -5.58345 2.30488 5.04760  -0.711
C: -4.31708 1.68891 5.17312  0.374
N: -3.80613 1.50124 6.41651  -0.364
C: -3.53949 1.28193 4.03634  1.097
C: -2.17249 0.88029 4.15197  -1.157
C: -1.43023 0.58331 3.05095  -0.954
N: -1.91916 0.60299 1.75858  1.554
C: -3.23017 0.96790 1.64560  -1.169
C: -4.02848 1.29348 2.69648  -0.869
H: -7.18616 3.18675 6.15952  0.388
H: -6.02872 2.49611 4.07849  0.251
H: -1.73293 0.84353 5.13999  0.585
H: -0.39571 0.32125 3.15188  0.666
H: -3.61813 0.98762 0.64387  0.161
H: -5.05922 1.55277 2.48524  0.226

Results
net charge = -2
Kohn-Sham gap (spin up / spin down) = 3.20 / 5.81 eV
energy above the lowest of the compared OMol25 structures with the same formula, charge and spin = 16.0 kcal per mole
2S+1 = 3
HOMO (spin up / spin down) = -0.2 / -2.9 eV
maximum force = 4.7 eV Å⁻¹
<S²> = 2.0300
electronic energy = -123034.3651 eV

***

2.
Computed, not measured: C45H49ClF6N6O7Ta as an isolated structure in a non-equilibrium geometry, with ωB97M-V/def2-TZVPD.

Each line ends with the Mulliken charge.
Positions of all 115 atoms, in Å:
Ta: -0.37265 0.79596 -0.28383  1.574
C: 1.95689 -0.45769 4.75843  -1.745
C: 0.66185 -0.42544 3.92716  1.543
C: -0.32742 -1.43057 4.53353  -1.525
C: 0.07821 0.98792 3.88502  1.109
C: -0.43008 1.49798 5.07101  -0.419
C: -1.00205 2.75544 5.13447  -1.638
C: -1.03665 3.53351 3.99897  -0.434
C: -0.51999 3.07987 2.78838  1.683
C: -0.41690 4.08596 1.64997  2.733
C: 0.52605 5.22762 2.06114  -2.027
C: -1.76737 4.68467 1.24985  -1.669
C: 0.01560 1.78770 2.72450  -0.682
N: 0.62332 1.28518 1.48502  1.092
C: 1.99813 1.18170 1.63929  -0.181
O: 2.61997 1.80809 2.46811  -0.618
C: 2.78052 0.24395 0.75566  0.421
C: 4.15602 0.45765 0.72557  -0.804
C: 4.96010 -0.42765 0.04423  -0.994
C: 4.35176 -1.49784 -0.58174  -0.971
C: 2.97047 -1.63419 -0.50731  0.597
N: 2.17789 -0.77313 0.14893  0.485
C: 2.45893 -2.89275 -1.14940  -0.638
O: 3.21585 -3.77297 -1.50616  -0.621
N: 1.12224 -3.20144 -1.17859  0.979
C: 0.31436 -3.89456 -1.85365  -0.274
C: -0.67503 -4.69815 -1.08563  0.597
C: -1.50380 -5.51055 -1.79382  -0.617
C: -1.43847 -5.54745 -3.19726  -1.106
C: -0.56418 -4.75324 -3.95410  -0.626
C: 0.29226 -3.88784 -3.34593  0.679
C: 1.19983 -2.99643 -4.14008  0.858
C: 0.47460 -2.35150 -5.33029  -1.710
C: 2.40496 -3.82359 -4.64328  -1.574
C: -0.65237 -4.64463 0.40746  2.479
C: 0.53010 -5.50193 0.92169  -1.465
C: -1.95723 -5.11294 1.04977  -2.118
H: 2.39865 -1.45956 4.73394  0.435
H: 1.74055 -0.20591 5.79938  0.374
H: 2.68714 0.25495 4.38405  0.346
H: 0.88705 -0.75136 2.90998  -0.475
H: -0.47528 -1.23788 5.59748  0.446
H: 0.06791 -2.44623 4.43123  0.398
H: -1.30095 -1.38655 4.04813  0.144
H: -0.38288 0.89289 5.97019  0.308
H: -1.40744 3.12797 6.06774  0.422
H: -1.44168 4.53901 4.05698  0.368
H: 0.00178 3.58970 0.77737  -1.621
H: 0.00934 5.92421 2.72627  0.456
H: 0.86138 5.78382 1.18005  0.325
H: 1.40362 4.85331 2.59282  0.459
H: -2.20384 5.25973 2.07001  0.388
H: -2.47083 3.90287 0.98531  0.014
H: -1.63796 5.35421 0.39316  0.484
H: 4.55442 1.30427 1.26644  0.601
H: 6.03578 -0.30998 0.03197  0.502
H: 4.92080 -2.25144 -1.10431  0.543
H: -2.22820 -6.12731 -1.27978  0.487
H: -2.11462 -6.21109 -3.72510  0.439
H: -0.60150 -4.80953 -5.03399  0.465
H: 1.56726 -2.20038 -3.49173  0.142
H: 0.28537 -3.08402 -6.11743  0.411
H: 1.10308 -1.56615 -5.75024  0.452
H: -0.47846 -1.91138 -5.03028  0.380
H: 2.06198 -4.64398 -5.27940  0.385
H: 2.97648 -4.23976 -3.81764  0.386
H: 3.05964 -3.17660 -5.23041  0.449
H: -0.45696 -3.60836 0.68745  -0.848
H: 0.39526 -6.54644 0.63046  0.342
H: 0.55647 -5.44528 2.01008  0.427
H: 1.48847 -5.15494 0.53453  0.328
H: -2.08050 -6.19477 0.95054  0.538
H: -2.82356 -4.61532 0.61006  0.518
H: -1.93600 -4.87831 2.11348  0.385
O: -1.90358 0.36807 -2.05012  -0.301
Cl: -1.09716 -0.86278 -2.21283  0.643
O: -1.97103 -1.92111 -2.68122  -0.550
O: 0.80907 0.83536 -1.52330  -1.084
O: -0.74653 -1.18605 -0.75186  -0.908
N: 0.82677 3.23651 -2.95359  0.141
C: -0.52958 3.03213 -2.85610  0.891
C: -1.23804 3.05562 -4.07204  -1.224
C: -2.60878 3.06281 -4.06268  -0.507
C: -3.27617 3.04659 -2.83825  -1.188
C: -2.51949 2.92034 -1.70617  -0.055
N: -1.16734 2.88718 -1.68376  0.099
C: 1.81771 3.56437 -2.02349  0.713
C: 3.03794 4.01925 -2.53958  -1.105
C: 4.01194 4.44486 -1.66498  -0.591
C: 3.76020 4.38487 -0.29936  -1.473
C: 2.53860 3.89015 0.10923  -0.188
N: 1.57603 3.48631 -0.72951  0.398
H: 1.16042 3.23862 -3.89772  0.195
H: -0.69195 3.08769 -5.00797  0.433
H: -3.16110 3.10187 -4.99419  0.447
H: -4.35478 3.09223 -2.77756  0.499
H: -2.99859 2.82629 -0.74107  0.173
H: 3.19795 4.05680 -3.61263  0.438
H: 4.95193 4.82986 -2.03928  0.458
H: 4.49052 4.71665 0.42785  0.519
H: 2.31389 3.80386 1.16381  0.432
C: -4.39722 0.29227 0.18233  -2.069
C: -3.23532 0.26746 1.16994  1.727
O: -2.08684 0.93146 0.67301  1.317
C: -2.91588 -1.23319 1.54043  -0.325
F: -1.60445 -1.39793 1.80269  0.195
F: -3.23441 -2.07253 0.53322  -0.361
F: -3.57662 -1.67997 2.61500  -0.337
C: -3.72518 0.94892 2.47842  0.008
F: -2.88003 0.75696 3.48831  -0.114
F: -3.86430 2.26712 2.28554  -0.263
F: -4.92973 0.47758 2.84810  -0.309
H: -4.76876 1.31364 0.09601  0.477
H: -5.20478 -0.35325 0.52170  0.464
H: -4.05276 -0.03802 -0.79221  0.308

Results
net charge = +1
Kohn-Sham gap = 4.08 eV
energy above the lowest of the compared OMol25 structures with the same formula, charge and spin = 0.0 kcal per mole
2S+1 = 1
HOMO = -10.3 eV
maximum force = 3.8 eV Å⁻¹
electronic energy = -101104.1903 eV